The following is a DFT calculation (ωB97M-V/def2-TZVPD) of a structure of composition C10H26Br2MnN2O3.

```
44
Properties=species:S:1:pos:R:3:lowdin_spin:R:1
Mn -0.646 0.449 -0.484 4.686
Br -2.513 1.707 0.924 0.059
Br 1.362 -0.833 -1.659 0.056
C 0.580 -0.570 3.422 0.001
C 0.672 -1.241 2.050 0.004
C 1.072 -2.708 2.187 0.001
O 2.377 -2.877 2.643 0.000
C 3.349 -2.944 1.620 0.000
N -0.578 -1.052 1.275 0.031
H 1.550 -0.601 3.923 0.000
H -0.168 -0.956 4.119 0.000
H 0.377 0.493 3.272 0.000
H 1.434 -0.642 1.540 0.001
H 0.925 -3.194 1.211 0.000
H 0.418 -3.186 2.921 0.000
H 3.088 -2.235 0.824 0.000
H 3.371 -3.945 1.173 0.000
H 4.344 -2.713 1.989 0.000
H -1.323 -0.937 1.976 0.002
H -0.871 -2.006 1.006 0.002
C 1.269 2.360 1.315 0.005
O 0.791 2.000 0.032 0.040
C 0.683 3.109 -0.838 0.004
C 0.178 2.693 -2.225 0.004
N -1.008 1.837 -2.138 0.037
C -1.285 1.049 -3.352 0.004
C -2.322 -0.029 -3.003 0.004
O -2.053 -0.589 -1.723 0.041
C -2.918 -1.659 -1.394 0.006
H 0.464 2.652 1.988 0.000
H 1.992 3.179 1.231 0.001
H 1.876 1.545 1.706 0.000
H 1.582 3.727 -0.895 0.000
H -0.078 3.801 -0.439 0.000
H 0.975 2.210 -2.796 0.000
H 0.004 3.614 -2.797 0.001
H -1.793 2.478 -2.039 0.003
H -0.362 0.623 -3.740 0.000
H -1.719 1.680 -4.134 0.001
H -2.396 -0.830 -3.742 0.000
H -3.319 0.430 -2.997 0.000
H -2.665 -1.962 -0.385 0.001
H -2.730 -2.487 -2.088 0.001
H -3.985 -1.440 -1.477 0.001
```

Values from the calculation:
- 2S+1 = 6
- F_max (eV/Å) = 2.3
- E_HOMO (spin up / spin down) (Ha) = -0.2822 / -0.3136
- energy above the lowest of the compared OMol25 structures with the same formula, charge and spin (eV) = 0.0000